ORCA calculation (the ωB97M-V functional and the def2-TZVPD basis) on a structure of composition C2H3NOS2.

Total charge: 0
ΔE to the lowest compared entry with this formula, charge and spin: 379.8 kJ/mol
E_HOMO: -8.7 eV

Each line ends with the Mulliken charge.
Geometry (Å):
C 0.00450 0.62340 0.19127  -0.027
C -0.66378 0.27051 -1.11417  0.209
H 1.32036 -0.71963 2.48215  0.371
H 0.44673 1.67080 0.29620  0.325
H -1.02791 -1.71032 -0.38760  0.195
N 0.35508 -0.48888 0.86814  -0.257
O 1.26596 0.02789 1.75818  -0.381
S -0.94582 -1.22463 -1.83584  -0.169
S -0.75512 1.55086 -2.25834  -0.266

Atomic forces in eV per Å
0.04 -3.99 -1.01
0.91 4.49 -2.21
0.18 2.21 -1.95
-0.85 -1.69 0.20
0.14 -0.14 -2.96
-0.50 5.41 -1.55
0.62 -3.37 3.60
-0.57 -1.69 4.20
0.03 -1.22 1.69

***

ORCA calculation (the ωB97M-V functional and the def2-TZVPD basis) on a cluster of 8 separate species, C22H28N8 in total.

Total charge: 0
ΔE to the lowest compared entry with this formula, charge and spin: 299.9 kJ/mol
SMILES: c1ccncc1.c1ccncc1.CC#N.CC#N.CC#N.CC#N.CC#N.CC#N
E_HOMO: -9.7 eV

Each line ends with the Mulliken charge.
Geometry (Å):
C -2.13196 -0.34833 0.85138  -0.778
C -1.15406 -1.48692 0.66697  0.376
N -0.46281 -2.40016 0.61936  -0.562
H -2.87151 -0.78786 1.44991  0.401
H -2.52637 -0.22227 -0.15998  0.222
H -1.74438 0.53894 1.29710  0.367
C -0.07542 -2.64908 -3.30999  -0.400
C -1.11872 -1.51701 -3.30734  0.448
N -1.75090 -0.55035 -3.41302  -0.580
H 0.33139 -2.67225 -2.27440  0.165
H 0.60107 -2.40006 -4.14964  0.052
H -0.56909 -3.64745 -3.56903  0.310
C 1.13126 0.52518 -5.09175  -0.696
C 1.66414 -0.61428 -5.78497  0.407
N 2.08577 -1.53916 -6.32880  -0.489
H 1.59765 0.65919 -4.13210  0.191
H 0.03342 0.52790 -4.86359  0.259
H 1.43525 1.38598 -5.69825  0.350
C 5.51367 -1.14863 -3.82731  -0.814
C 5.30343 -0.36624 -2.62552  0.422
N 4.86855 0.27635 -1.77986  -0.405
H 4.87845 -2.03445 -3.77871  0.246
H 6.51989 -1.55608 -3.91697  0.311
H 5.23096 -0.55986 -4.70256  0.246
C 3.22964 1.70816 5.26298  -0.816
C 1.82144 1.16141 5.08886  0.349
N 0.77249 0.74063 5.08295  -0.400
H 3.23699 2.81563 5.25436  0.292
H 3.93465 1.27433 4.55290  0.255
H 3.58971 1.31791 6.21676  0.331
C 1.60293 -2.56071 2.93315  -0.546
C 2.70595 -2.77108 3.87192  0.212
N 3.62699 -3.01810 4.50562  -0.424
H 1.64993 -1.54932 2.46219  0.045
H 0.61487 -2.72761 3.39939  0.289
H 1.67345 -3.12726 2.06412  0.411
N -5.28407 0.14572 0.74263  -0.360
C -5.34699 1.43243 0.45573  -0.016
C -6.20124 2.35637 0.98580  -0.661
C -7.25484 1.81355 1.75257  -0.117
C -7.24754 0.47029 2.04998  -0.410
C -6.25709 -0.33694 1.49184  -0.158
H -4.55189 1.80660 -0.19895  0.349
H -6.21155 3.40269 0.65151  0.330
H -8.02335 2.38386 2.20823  0.392
H -8.06541 0.08046 2.68556  0.302
H -6.33546 -1.41269 1.58236  0.358
N 1.14679 2.98940 0.85615  -0.612
C 2.15376 2.23011 1.25219  -0.288
C 2.49958 0.99254 0.73559  -0.581
C 1.64232 0.50628 -0.27136  -0.357
C 0.54545 1.26767 -0.69231  -0.537
C 0.32010 2.49402 -0.05720  -0.437
H 2.69389 2.67343 2.05127  0.477
H 3.43077 0.50088 1.10360  0.388
H 1.80672 -0.40899 -0.65819  0.878
H -0.18372 0.80372 -1.36188  0.553
H -0.52492 3.13148 -0.23124  0.459

Atomic forces in eV per Å
1.32 -2.06 -1.83
-0.46 1.51 0.81
0.20 -0.21 -0.36
-1.35 -0.22 0.84
-0.24 0.54 0.28
0.59 0.45 0.12
-2.03 0.21 -0.12
0.73 -0.22 -0.47
0.55 -1.20 0.36
0.14 -0.13 -0.97
0.06 -0.20 0.84
0.56 1.47 0.53
-0.74 1.20 0.10
-0.05 -1.30 -0.23
-0.12 0.46 0.26
0.47 -0.12 0.46
0.93 -0.26 -0.74
-0.46 0.12 0.20
0.21 -0.72 -0.22
-0.73 0.21 -0.13
0.38 0.03 0.31
-0.21 0.14 -0.03
0.12 0.41 -0.04
0.19 -0.11 0.08
-1.07 -0.53 0.13
3.76 1.50 0.32
-2.14 -0.86 -0.24
-0.02 -0.76 -0.07
-0.36 0.25 -0.37
-0.18 0.33 0.16
-0.58 2.00 0.91
-0.37 -0.20 -0.88
0.24 0.11 0.43
-0.16 -0.34 0.97
0.59 0.22 -0.22
0.29 -1.73 -1.17
-0.42 -0.68 -0.41
2.11 1.12 -0.45
-2.25 -0.06 0.00
1.31 0.19 0.15
-0.64 -0.40 0.16
-0.75 -0.11 0.30
-0.16 -0.21 0.07
0.21 -0.55 0.34
-0.52 0.83 0.09
0.71 -0.03 -0.54
0.34 -0.10 0.29
-0.63 -0.15 0.09
0.30 -0.03 -0.07
-0.18 0.01 -0.41
-0.02 3.08 1.64
-0.09 -0.45 0.81
0.56 -0.32 -0.23
0.81 0.18 0.60
-1.09 0.17 -0.51
0.53 -2.96 -1.41
0.24 0.44 -0.02
-0.44 0.01 -0.53

***

ORCA calculation (the ωB97M-V functional and the def2-TZVPD basis) on a cluster of 2 separate species, C4H12N2S in total.

Total charge: 0
ΔE to the lowest compared entry with this formula, charge and spin: 50.3 kJ/mol
SMILES: [H]/N=C/NC.CSC
E_HOMO: -8.4 eV

Each line ends with the Mulliken charge.
Geometry (Å):
C 0.53209 0.46305 -2.25408  -0.919
N 1.28447 -0.10949 -1.15900  -0.125
C 2.61948 0.10513 -1.04754  0.020
N 3.35989 -0.52887 -0.23212  -0.675
H -0.50460 0.13042 -2.20234  0.242
H 0.51229 1.55285 -2.16528  0.319
H 0.93077 0.16426 -3.22707  0.354
H 0.89796 -0.80055 -0.54131  0.245
H 2.96951 0.90331 -1.71182  0.317
H 4.31989 -0.20947 -0.28921  0.228
C -2.03050 1.04572 2.14866  -0.897
S -1.14290 -0.19632 1.18172  -0.030
C -2.53875 -0.80960 0.20979  -0.898
H -2.80667 0.53809 2.71773  0.311
H -2.49144 1.81350 1.52410  0.270
H -1.29856 1.54080 2.78302  0.306
H -2.18955 -1.57557 -0.47846  0.286
H -3.27107 -1.27851 0.87040  0.371
H -3.01431 0.01672 -0.31490  0.273

Atomic forces in eV per Å
-0.24 -0.02 0.34
0.40 0.02 -0.24
-0.06 0.17 -0.03
0.06 -0.16 0.11
0.08 -0.05 0.06
0.04 -0.02 -0.20
-0.01 0.10 0.01
-0.16 -0.01 -0.07
0.07 -0.06 -0.05
-0.03 0.06 0.01
0.01 -0.09 -0.26
-0.16 0.10 -0.11
-0.11 -0.03 0.47
0.06 0.18 0.27
0.06 -0.13 -0.13
-0.10 -0.14 0.20
0.09 0.12 -0.12
-0.01 0.05 -0.04
0.02 -0.08 -0.19

***

ORCA calculation (the ωB97M-V functional and the def2-TZVPD basis) on a cluster of 2 separate species, C3HF3 in total.

Total charge: 0
ΔE to the lowest compared entry with this formula, charge and spin: 467.5 kJ/mol
E_HOMO (spin up / spin down): -10.6 / -10.3 eV

Each line ends with the Mulliken charge.
Geometry (Å):
C -1.23691 -1.28217 -1.59731  -0.394
C -0.46911 -0.53939 -1.06738  -0.192
C 0.75705 0.79954 1.02345  0.626
F 1.08204 -0.11164 1.90922  -0.131
F 1.80995 1.36443 0.46910  -0.140
F -0.11135 1.67302 1.47758  -0.134
H -1.83167 -1.90380 -2.21464  0.364

Atomic forces in eV per Å
-0.59 -0.65 -0.71
1.57 1.68 2.24
-0.13 -0.28 -0.80
-0.32 0.53 -0.65
-0.86 -0.45 0.37
0.53 -0.68 -0.39
-0.19 -0.15 -0.05

***

ORCA calculation (the ωB97M-V functional and the def2-TZVPD basis) on the molecule C4H12N2S.

Total charge: 0
ΔE to the lowest compared entry with this formula, charge and spin: 70.7 kJ/mol
SMILES: CN[C@H](CN)CS
E_HOMO: -8.5 eV

Each line ends with the Mulliken charge.
Geometry (Å):
C -1.63969 -0.34839 1.55460  -0.949
N -0.37464 0.33430 1.51272  -0.324
C 0.39245 0.30222 0.28960  -0.202
C 0.58863 -1.10683 -0.28185  -0.699
S 2.22979 -1.32083 -1.10030  -0.243
C -0.29490 1.18689 -0.76464  -0.670
N 0.57958 1.45136 -1.87045  -0.401
H -2.29101 -0.02723 0.73675  0.273
H -1.57806 -1.43791 1.48487  0.293
H -2.14809 -0.04034 2.46421  0.372
H 0.17416 0.20302 2.34923  0.261
H 1.36440 0.76140 0.45720  0.456
H 0.65168 -1.81567 0.52945  0.442
H -0.16738 -1.42327 -1.00124  0.300
H 2.63093 -2.36490 -0.36815  0.135
H -0.66882 2.08557 -0.26538  0.271
H -1.14515 0.60267 -1.11568  0.353
H 1.57383 1.35422 -1.86338  0.169
H 0.12228 1.60372 -2.74756  0.164

Atomic forces in eV per Å
-0.29 0.14 -0.20
0.28 0.54 0.25
-0.58 0.28 -0.66
1.09 -0.27 -0.15
-0.18 0.09 -0.16
0.38 -0.44 0.48
-0.64 0.17 -0.44
0.15 0.09 -0.02
-0.03 -0.18 0.19
-0.10 -0.29 0.16
0.02 -0.17 -0.16
0.15 -0.12 0.37
-0.36 -0.22 0.26
-0.10 0.18 0.20
0.07 0.00 0.01
0.05 0.06 -0.01
-0.32 0.20 -0.16
0.02 -0.04 0.21
0.38 -0.02 -0.18

***

ORCA calculation (the ωB97M-V functional and the def2-TZVPD basis) on a structure of composition C43H51IrN5O2.

Total charge: +2
ΔE to the lowest compared entry with this formula, charge and spin: 26.5 kJ/mol
2S+1: 6
E_HOMO (spin up / spin down): -12.2 / -13.2 eV

Each line ends with the Mulliken charge.
Geometry (Å):
Ir 0.60112 0.41698 0.12578  4.860
C 2.48039 3.78630 0.30921  -1.168
C 2.20602 3.15341 1.67804  -0.839
N 1.02903 2.27525 1.75987  -0.217
C 0.90387 1.76889 3.13982  -0.867
C -0.04106 0.58723 3.25521  -0.965
N 0.27580 -0.47471 2.28595  -0.285
C 1.22269 -1.52546 2.71454  -0.840
C 2.59760 -1.05763 3.15546  -1.117
C 3.50629 -0.33658 2.14086  -1.238
N 2.97435 -0.10993 0.77476  0.660
C 3.91774 0.74674 0.03428  -1.035
C 3.35184 1.25371 -1.28085  -1.394
N 1.96071 1.74776 -1.16805  -0.597
C 1.79677 3.20250 -0.91609  -0.363
H 3.56100 3.81860 0.15521  0.275
H 2.16607 4.83151 0.32621  0.516
H 2.12897 3.95014 2.42514  0.627
H 3.05465 2.54646 1.98539  0.354
H 0.17843 2.78760 1.53217  -0.125
H 0.56237 2.56198 3.81252  0.558
H 1.90280 1.48994 3.46949  0.399
H -1.05809 0.91766 3.05400  0.010
H -0.00508 0.20217 4.27904  0.738
H -0.58567 -0.95489 2.04474  0.061
H 1.30306 -2.21406 1.87610  -0.054
H 0.77833 -2.07350 3.55187  0.600
H 3.11156 -1.95864 3.49271  0.580
H 2.50306 -0.43935 4.04921  0.317
H 4.44503 -0.89104 2.04693  0.679
H 3.77841 0.64166 2.53692  0.526
H 2.93753 -1.01822 0.30855  -0.896
H 4.84953 0.21080 -0.17615  0.647
H 4.18381 1.58468 0.67474  0.672
H 3.35007 0.44597 -2.01170  0.491
H 4.00332 2.03672 -1.67849  0.628
H 1.50289 1.57034 -2.05832  0.320
H 0.72244 3.38058 -0.85137  -0.349
H 2.16190 3.75108 -1.78944  0.627
O 0.54931 -1.57672 -0.16222  -0.041
C 0.91202 -2.40468 -1.25602  3.107
C 1.05031 -1.54906 -2.52809  -1.439
C -0.22401 -0.83345 -2.84136  -0.319
C -1.06645 -1.28578 -3.84519  -0.771
C -2.25077 -0.61628 -4.08330  -1.121
C -2.54646 0.50333 -3.32329  -0.988
C -1.66113 0.91456 -2.34012  -1.059
C -1.94621 2.14924 -1.53939  -0.870
C -2.30399 1.83535 -0.07295  2.381
O -1.21574 1.24524 0.57229  0.015
C -2.65668 3.10053 0.72219  -0.319
C -2.54215 4.38941 0.21408  -0.276
C -2.81527 5.48709 1.02253  -1.026
C -3.21527 5.30553 2.33764  -0.520
C -3.35007 4.01988 2.84767  -0.978
C -3.07257 2.92702 2.04514  0.076
C -3.53070 0.93898 -0.04262  -0.056
C -4.75110 1.41285 -0.57574  -0.455
C -5.87511 0.61626 -0.56668  -0.923
C -5.80883 -0.66504 -0.02258  -0.666
C -4.60682 -1.14029 0.52180  -0.558
C -3.48336 -0.34217 0.51467  0.311
N -0.52303 0.24237 -2.09376  0.543
C 2.24032 -3.04907 -0.85408  -1.118
C 3.46249 -2.71270 -1.42800  0.221
C 4.65223 -3.23613 -0.92632  -0.999
C 4.63100 -4.10268 0.15326  -0.626
C 3.41193 -4.46511 0.71800  -0.999
C 2.23110 -3.94712 0.21482  -0.224
C -0.17597 -3.44383 -1.49658  -0.507
C 0.10644 -4.58095 -2.24787  -0.428
C -0.89656 -5.48800 -2.55383  -0.990
C -2.19446 -5.26680 -2.11183  -0.733
C -2.48053 -4.13417 -1.36480  -0.722
C -1.47612 -3.22500 -1.06096  0.825
H 1.33764 -2.18394 -3.36605  0.871
H 1.84133 -0.81384 -2.37503  -0.359
H -0.78844 -2.16045 -4.41690  0.543
H -2.92879 -0.95243 -4.85634  0.480
H -3.45225 1.06892 -3.49522  0.556
H -2.75598 2.69614 -2.01972  0.995
H -1.07327 2.80366 -1.53587  0.095
H -2.24835 4.55927 -0.81314  0.427
H -2.72483 6.48670 0.61851  0.478
H -3.43366 6.16227 2.96074  0.455
H -3.67883 3.87382 3.86815  0.474
H -3.18480 1.92245 2.43735  0.335
H -4.80329 2.41726 -0.97889  0.463
H -6.80733 0.98400 -0.97321  0.517
H -6.68958 -1.29322 -0.01005  0.476
H -4.56921 -2.13251 0.95286  0.577
H -2.54918 -0.69271 0.93217  0.117
H 3.51259 -2.06341 -2.29333  0.421
H 5.59215 -2.97847 -1.39731  0.518
H 5.55362 -4.51602 0.53808  0.456
H 3.38441 -5.16648 1.54176  0.471
H 1.28219 -4.24679 0.64460  0.465
H 1.11966 -4.76880 -2.58600  0.493
H -0.66372 -6.37247 -3.13166  0.470
H -2.97550 -5.97754 -2.34600  0.435
H -3.49159 -3.95679 -1.01974  0.429
H -1.70237 -2.33386 -0.49054  -0.200

Atomic forces in eV per Å
1.08 0.00 0.00
0.00 0.02 0.01
-0.09 0.00 0.07
0.09 0.12 0.06
-0.01 0.06 -0.10
0.06 -0.17 -0.02
-0.01 0.09 0.06
-0.11 0.02 0.01
0.01 0.00 -0.02
0.00 0.01 -0.09
0.11 0.03 -0.05
-0.02 -0.10 0.04
-0.08 0.07 -0.02
0.04 0.15 0.04
0.09 -0.12 -0.11
0.00 -0.02 -0.01
0.02 0.02 0.01
0.02 0.03 0.01
0.01 0.00 -0.01
0.06 -0.06 -0.02
0.01 0.01 0.04
0.01 -0.02 0.00
0.00 0.01 -0.02
-0.01 0.02 0.04
0.07 0.00 0.02
0.00 0.05 0.01
0.03 -0.02 0.04
0.00 -0.02 -0.01
0.01 0.01 0.02
0.03 0.01 0.04
-0.01 0.01 0.00
-0.02 0.07 0.03
0.03 0.02 -0.01
0.00 0.01 0.01
-0.01 -0.01 0.01
0.04 0.00 -0.01
0.00 -0.03 0.06
0.00 -0.01 0.02
0.00 0.05 0.00
-0.25 -0.72 -0.28
-0.01 0.30 0.37
0.04 0.02 -0.07
0.04 0.09 0.12
-0.13 -0.02 -0.05
0.05 -0.08 -0.02
-0.07 0.03 0.09
0.12 -0.21 -0.12
-0.21 0.05 -0.07
1.05 -0.32 0.18
-1.72 0.20 0.15
-0.30 -0.12 -0.19
-0.10 0.18 -0.09
0.09 -0.08 -0.20
-0.05 -0.07 0.15
0.00 0.01 0.05
-0.17 -0.07 0.12
0.84 0.59 0.12
-1.20 0.11 -0.29
0.13 0.62 -0.25
-0.43 0.11 -0.15
1.12 0.03 0.29
-0.29 -0.99 0.44
-0.04 0.08 -0.20
0.01 -0.03 -0.08
-0.01 -0.03 -0.02
0.00 -0.01 0.01
0.00 0.00 0.00
0.00 0.01 -0.01
0.01 0.01 -0.02
0.06 0.00 -0.05
-0.05 -0.02 0.02
-0.01 0.00 0.00
-0.02 -0.01 0.00
0.03 0.00 -0.03
-0.01 -0.04 -0.01
0.00 0.01 -0.03
-0.05 -0.01 0.02
-0.01 0.00 -0.01
0.00 0.00 -0.01
-0.01 0.02 -0.05
-0.01 0.06 -0.09
-0.04 -0.05 0.09
0.01 0.01 0.00
0.03 -0.01 0.00
0.00 0.00 0.00
0.01 -0.01 -0.01
0.07 0.01 0.06
0.02 -0.02 0.01
0.02 -0.01 0.00
-0.02 -0.01 0.00
0.02 0.00 -0.03
-0.02 0.08 -0.05
0.00 0.01 0.02
0.00 0.00 0.00
0.00 0.00 0.00
0.00 0.00 0.00
0.00 0.01 0.00
-0.01 0.01 0.01
-0.01 0.00 0.00
0.00 0.00 0.00
-0.03 -0.02 0.00
0.07 0.02 0.02